Density functional theory data (the ωB97M-V functional and the def2-TZVPD basis) for the molecule C23H20N4O2S at a distorted geometry.

The geometry in XYZ format:
```
50
Properties=species:S:1:pos:R:3:forces:R:3
O -0.83831 1.25156 0.36782 -0.49 -0.38 -0.04
N 1.53991 -1.18889 -1.74345 1.72 0.44 0.59
N 6.70082 -1.16437 1.89854 -0.56 0.82 -0.45
O 7.48404 -1.44631 3.05206 0.08 0.73 -0.25
S -4.91906 0.93551 -1.47895 0.07 0.07 -0.26
C -1.48719 0.27635 0.01305 2.04 1.29 0.33
C 2.86081 -1.01674 -1.69575 -2.75 -0.64 -0.29
C 6.30310 0.07734 1.79178 0.91 -2.12 0.23
C -5.05896 -3.09357 -0.98589 -0.26 0.88 -0.29
C -4.87788 3.65755 1.49166 -0.16 -0.75 -1.53
C 4.07715 2.30400 -0.34106 0.22 -0.13 -0.27
C -4.04690 -3.29518 -0.04073 -0.19 0.11 -0.06
C -3.91763 3.18352 2.34369 0.92 -0.12 1.31
C -5.32652 -1.79939 -1.48196 1.22 -0.41 1.57
C -5.17657 2.96292 0.31860 0.70 -0.29 0.57
C 3.34654 1.36422 -1.06200 -0.12 -0.21 0.04
C 5.09333 1.90117 0.52584 0.46 0.16 0.58
C 4.57436 -0.40553 0.01594 0.24 0.08 0.49
C -3.28702 -2.21843 0.38937 -0.15 -0.19 0.24
C -3.25065 1.99696 2.05718 0.94 -1.12 -0.61
C -4.57723 -0.70943 -0.96368 -0.65 -0.80 -0.79
C -4.48018 1.78945 -0.00030 -0.40 0.19 0.39
C 3.58040 -0.00965 -0.87764 0.25 0.40 -0.09
C 5.33404 0.54166 0.73590 -0.05 -0.94 0.17
C -3.54436 -0.92858 -0.06404 -0.98 -1.56 -0.29
C -3.49510 1.27534 0.85460 -1.10 2.33 0.86
N -2.80412 0.13906 0.41882 1.79 -0.21 -0.27
N 0.69448 -0.42563 -1.00532 -0.01 1.19 0.67
C 3.66813 -2.01247 -2.52893 -0.88 -0.02 1.08
C -0.74754 -0.73282 -0.89019 1.00 -0.93 0.13
H 7.99359 -2.28703 2.94061 -1.12 0.96 -0.66
H 6.69171 0.78056 2.51144 -0.06 0.43 0.23
H -5.72445 -3.88594 -1.32696 0.39 -0.03 0.16
H -5.39434 4.56828 1.61754 -0.39 0.92 0.57
H 3.88283 3.35646 -0.50279 0.06 0.00 0.05
H -3.86543 -4.25332 0.44332 -0.13 0.06 -0.41
H -3.63559 3.74192 3.26601 -0.33 -0.53 -0.85
H -6.13644 -1.66961 -2.17012 -0.22 0.29 -0.26
H -5.91842 3.36968 -0.34408 -0.22 -0.11 -0.25
H 2.59628 1.66279 -1.80532 0.28 0.02 0.45
H 5.73333 2.63177 1.06695 -0.71 -0.44 -0.44
H 4.76532 -1.46509 0.21405 -0.11 0.37 -0.16
H -2.51420 -2.38251 1.13841 -0.12 0.16 -0.13
H -2.43174 1.63567 2.70948 -0.69 0.27 -0.42
H 1.03209 0.27570 -0.34076 -0.02 -0.35 -0.38
H 3.58183 -1.82329 -3.58427 0.20 0.29 -0.46
H 3.19549 -2.98176 -2.35021 0.35 -0.09 -0.11
H 4.70372 -2.02379 -2.19709 0.03 -0.06 -0.20
H -0.81336 -1.76100 -0.51967 -0.47 0.09 -0.04
H -1.16413 -0.69913 -1.88149 -0.56 -0.09 -0.47
```
Positions in Å, forces in eV/Å.

## Properties
- ΔE to the lowest compared entry with this formula, charge and spin: 109.17 kcal/mol
- Kohn-Sham gap: 8.2 eV
- Net charge: 0
- Structure (SMILES): C/C(=N/NCC(=O)N1c2ccccc2Sc2ccccc21)c1cccc(/C=N/O)c1
- E: -1656.0465 Ha

From a natural (NBO) analysis of the wavefunction, the atomic charges in e read: number 1, O, carries -0.60; number 2, N, carries -0.22; number 3, N, carries -0.12; number 4, O, carries -0.58; number 5, S, carries 0.33; number 6, C, carries 0.69; number 7, C, carries 0.16; number 8, C, carries 0.03; number 9, C, carries -0.20; number 10, C, carries -0.20; number 11, C, carries -0.23; number 12, C, carries -0.21; number 13, C, carries -0.22; number 14, C, carries -0.21; number 15, C, carries -0.21; number 16, C, carries -0.14; number 17, C, carries -0.19; number 18, C, carries -0.18; number 19, C, carries -0.23; number 20, C, carries -0.20; number 21, C, carries -0.21; number 22, C, carries -0.21; number 23, C, carries -0.11; number 24, C, carries -0.08; number 25, C, carries 0.19; number 26, C, carries 0.21; number 27, N, carries -0.51; number 28, N, carries -0.46; number 29, C, carries -0.64; number 30, C, carries -0.31; number 31, H, carries 0.48; number 32, H, carries 0.18; number 33, H, carries 0.22; number 34, H, carries 0.22; number 35, H, carries 0.22; number 36, H, carries 0.22; number 37, H, carries 0.22; number 38, H, carries 0.23; number 39, H, carries 0.22; number 40, H, carries 0.22; number 41, H, carries 0.22; number 42, H, carries 0.23; number 43, H, carries 0.22; number 44, H, carries 0.23; number 45, H, carries 0.39; number 46, H, carries 0.22; number 47, H, carries 0.23; number 48, H, carries 0.21; number 49, H, carries 0.21; number 50, H, carries 0.23